C6H13N in the gas phase, computed with wB97M-V/def2-TZVPD.

Properties
- gap between HOMO and LUMO (eV) = 10.320
- largest force on an atom (eV/Å) = 0.6
- energy relative to the best compared isomer or geometry (same formula, charge and spin) (kcal per mole) = 27.0
- structure (SMILES) = CCCN1C[C@H]1C
- HOMO energy (eV) = -9.09
- charge = 0

The geometry in XYZ format:
```
20
C6H13N | the Open Molecules 2025 dataset | wB97M-V/def2-TZVPD
C 2.936 -0.405 -0.084
C 1.448 -0.709 -0.093
C 0.621 0.450 -0.623
N -0.763 0.022 -0.669
C -1.780 0.972 -1.030
C -1.639 0.468 0.383
C -2.291 -0.608 1.238
H 3.153 0.462 0.550
H 3.289 -0.175 -1.097
H 3.513 -1.256 0.290
H 1.226 -1.579 -0.722
H 1.094 -0.958 0.916
H 0.957 0.719 -1.632
H 0.753 1.344 0.016
H -2.569 0.660 -1.712
H -1.395 1.978 -1.249
H -1.294 1.281 1.028
H -3.077 -0.201 1.881
H -2.675 -1.478 0.698
H -1.505 -0.985 1.911
```